Entry from OMol25: a single C23H35NO3 molecule (ωB97M-V/def2-TZVPD).

Output
Energy relative to the best compared isomer or geometry (same formula, charge and spin): 0.000 eV
SMILES string: C[C@@H](CCc1ccccc1)NC(=O)COC(=O)[C@H]1CC[C@H](C(C)(C)C)CC1
Frontier orbital gap: 9.54 eV
Max |F|: 0.67 eV/A
HOMO level: -8.825 eV
Total energy: -1177.95520 Eh
LUMO level: 0.02641 Eh

Geometry as ORCA input:
```
! RIJCOSX wB97M-V def2-TZVPD def2/J DEFGRID3
* xyz 0 1
C 4.7583 -3.9488 0.3341
H 4.5905 -4.7755 1.0183
H 4.6918 -4.3233 -0.6842
H 5.7614 -3.5593 0.4989
C 3.7146 -2.8568 0.5641
N 3.8919 -1.7989 -0.4149
C 2.9721 -1.4879 -1.3415
O 1.9299 -2.0835 -1.5011
C 3.3401 -0.2900 -2.2371
H 3.6668 -0.6422 -3.2169
H 4.1125 0.3334 -1.7745
O 2.1708 0.4795 -2.4741
C 1.5633 0.9296 -1.3675
O 2.0472 0.8151 -0.2686
C 0.2217 1.5355 -1.6789
C -0.0401 2.7842 -0.8406
C -1.4486 3.3145 -1.0935
H -1.5922 4.2098 -0.4895
H -1.5355 3.5951 -2.1447
C -2.5061 2.2591 -0.7509
C -2.2385 1.0221 -1.6158
C -0.8393 0.4742 -1.3555
H -0.7455 0.1943 -0.3039
H -0.6626 -0.4183 -1.9592
H -2.9583 0.2359 -1.3918
H -2.3307 1.2798 -2.6722
H -2.3511 1.9659 0.2948
C -3.9637 2.7851 -0.8460
C -4.3240 3.2676 -2.2531
H -3.6947 4.0997 -2.5570
H -4.2214 2.4673 -2.9810
H -5.3580 3.6059 -2.2699
C -4.1583 3.9480 0.1362
H -3.6045 4.8296 -0.1740
H -3.8328 3.6664 1.1351
H -5.2102 4.2211 0.1859
C -4.9425 1.6737 -0.4438
H -5.9449 2.0824 -0.3353
H -4.9864 0.8908 -1.1955
H -4.6523 1.2296 0.5058
H 0.0824 2.5291 0.2138
H 0.6940 3.5555 -1.0855
H 0.1877 1.7705 -2.7462
H 4.7063 -1.2160 -0.3017
C 3.8138 -2.2804 1.9786
H 4.7692 -1.7574 2.0788
H 3.8078 -3.1066 2.6920
C 2.6663 -1.3168 2.3109
C 1.3687 -2.0525 2.4956
C 0.4403 -2.1327 1.4661
C -0.7445 -2.8271 1.6383
C -1.0160 -3.4529 2.8427
C -0.0954 -3.3814 3.8746
C 1.0874 -2.6859 3.7004
H 1.8005 -2.6283 4.5117
H -0.3012 -3.8669 4.8181
H -1.9413 -3.9940 2.9785
H -1.4562 -2.8803 0.8272
H 0.6499 -1.6560 0.5211
H 2.5622 -0.5801 1.5136
H 2.9151 -0.7886 3.2343
H 2.7121 -3.2620 0.3966
*
```